1.
Computed, not measured: 2 unconnected molecules or ions with the total composition C3H4Cl3N in a non-equilibrium geometry, with ωB97M-V/def2-TZVPD.

Calculated values
SMILES string = ClC(Cl)Cl.CC#N
2S+1 = 1
Orbital gap = 11.81 eV
Relative energy (zero: lowest compared OMol25 entry of this formula, charge and spin) = 0.0 kcal/mol

Positions of all 11 atoms, in Å:
1 Cl -0.14299 0.72055 2.50205
2 C -1.61618 0.60540 1.55317
3 Cl -2.91083 1.26145 2.59653
4 Cl -1.84483 -1.06871 1.14104
5 H -1.57904 1.17770 0.62624
6 C 1.43226 -0.60338 -0.94110
7 C 1.20864 -0.07265 -2.32671
8 N 1.06537 0.33445 -3.39855
9 H 2.06306 -1.48934 -1.01371
10 H 0.55059 -1.04417 -0.47587
11 H 1.77395 0.17869 -0.26309

Atomic forces in eV per Å
0.635 0.325 -0.214
-0.213 0.353 0.670
-0.102 -0.214 -0.571
-0.491 -0.519 -0.255
0.155 0.052 0.355
-0.468 -0.245 -0.781
-0.154 -0.084 0.387
0.115 -0.355 0.970
0.635 0.455 0.073
-0.496 0.424 -0.408
0.386 -0.192 -0.226

***

2.
Computed, not measured: a molecular structure, C20H19ClF2N5O5RuS in a non-equilibrium geometry, with ωB97M-V/def2-TZVPD.

Calculated values
⟨S²⟩ = 8.773
2S+1 = 6
Orbital gap (spin up / spin down) = 5.90 / 7.41 eV
Relative energy (zero: lowest compared OMol25 entry of this formula, charge and spin) = 136.1 kcal/mol

Positions of all 54 atoms, in Å:
1 Ru -0.47785 -0.53492 -1.53094
2 O 0.24422 2.98863 1.38153
3 C 0.38119 1.88522 0.82717
4 N -0.34611 1.38314 -0.18603
5 C -1.28330 2.41597 -0.60784
6 C -2.36907 1.90212 -1.49749
7 C -3.64023 2.46224 -1.46593
8 C -4.61630 1.98072 -2.31856
9 C -4.30027 0.95263 -3.19416
10 C -3.02193 0.43692 -3.16131
11 N -2.07944 0.89116 -2.32569
12 C 1.40014 0.95496 1.41939
13 C 2.07972 0.95948 2.72222
14 C 2.46088 -0.22038 3.25062
15 C 2.06937 -1.64542 2.99740
16 C 1.35964 -2.43538 2.14535
17 N 1.55380 -2.99147 -0.49177
18 H -0.74581 3.21100 -1.14590
19 H -1.74143 2.90888 0.25332
20 H -3.85006 3.26248 -0.76921
21 H -5.61685 2.39294 -2.29206
22 H -5.02970 0.54599 -3.87993
23 H -2.71948 -0.37046 -3.81410
24 H 2.24844 1.88061 3.26482
25 H 3.04782 -0.13989 4.15876
26 H 2.39026 -2.27302 3.82918
27 H 1.31815 -4.02743 3.18486
28 F -2.70853 -2.27263 -1.61134
29 C -1.40616 -2.35462 -2.11811
30 F -1.56623 -2.48806 -3.50193
31 H -1.03724 -3.31826 -1.75966
32 O 1.68259 -0.04574 0.82425
33 Cl 0.80079 -1.95335 0.50420
34 O -0.70180 -1.80097 0.72537
35 O 0.97042 -3.69472 2.34632
36 O 1.56581 -3.14151 -1.71778
37 N 3.29291 -1.88710 -3.63296
38 C 2.29388 -0.98495 -3.48655
39 S 2.23176 -0.03006 -2.10034
40 N 1.40073 -0.96359 -4.49728
41 C 0.42362 0.00310 -4.84555
42 C -0.56119 -0.40689 -5.74234
43 C -1.46892 0.50562 -6.24798
44 C -1.41190 1.83774 -5.85968
45 C -0.43678 2.23958 -4.96220
46 C 0.48018 1.33418 -4.44513
47 H 3.81972 -2.04211 -2.78807
48 H 3.11962 -2.72323 -4.17101
49 H 1.38194 -1.78333 -5.08540
50 H -0.61074 -1.44675 -6.04380
51 H -2.22558 0.17118 -6.94583
52 H -2.11873 2.55379 -6.25724
53 H -0.37680 3.27558 -4.65405
54 H 1.26744 1.67425 -3.79213

Atomic forces in eV per Å
0.376 1.260 -0.045
0.266 -0.054 -0.205
-0.673 0.354 0.351
0.226 0.325 0.087
-0.081 -0.082 -0.019
-0.037 -0.107 -0.040
-0.030 0.074 -0.107
0.011 0.016 0.028
0.018 0.033 -0.056
0.089 -0.037 -0.042
-0.119 -0.069 0.199
-0.198 -0.229 1.096
-0.452 0.455 0.365
-0.423 -0.429 0.082
-0.146 0.190 -0.644
1.127 0.091 -0.081
4.257 -4.388 -0.064
-0.053 0.045 0.003
0.029 0.016 0.009
0.002 -0.013 0.014
0.002 0.012 -0.010
0.000 -0.007 0.004
-0.038 -0.069 0.071
0.209 -0.029 -0.049
-0.079 -0.116 0.045
-0.225 0.098 0.180
-0.065 0.025 0.006
-0.031 0.054 -0.155
-0.213 -0.166 0.321
0.106 0.000 -0.019
0.068 -0.017 -0.143
1.731 0.978 -1.867
-3.781 0.670 -0.293
-0.256 0.301 0.480
0.178 -0.217 0.011
-1.428 0.972 0.626
0.012 0.011 0.142
-0.078 -0.003 -0.034
-0.293 0.060 -0.116
-0.107 -0.059 0.109
0.037 0.031 -0.039
-0.017 -0.034 0.035
-0.014 0.000 0.004
-0.016 -0.007 0.015
-0.040 -0.020 0.065
0.151 0.054 -0.224
-0.057 -0.078 0.023
0.054 0.070 -0.126
0.069 0.051 -0.077
-0.010 -0.004 0.015
0.003 0.002 -0.005
-0.006 -0.002 0.007
0.006 0.001 -0.007
-0.060 -0.011 0.076

***

3.
Computed, not measured: C2H5N3O2S2 in the gas phase in a non-equilibrium geometry, with ωB97M-V/def2-TZVPD.

Calculated values
SMILES string = NC(=O)NC(=O)N(S)S
2S+1 = 1
Orbital gap = 9.23 eV
Relative energy (zero: lowest compared OMol25 entry of this formula, charge and spin) = 0.0 kcal/mol

Positions of all 14 atoms, in Å:
1 N -2.40410 0.18620 -0.64434
2 C -1.57136 1.04050 0.04141
3 O -1.90301 2.05576 0.56572
4 N -0.35448 0.39658 0.26950
5 C 0.83915 1.08596 0.08378
6 O 0.99403 2.22767 -0.24268
7 N 1.98365 0.29021 0.23258
8 S 2.00400 -1.42136 0.13487
9 S 3.50748 0.98569 -0.22680
10 H -2.01069 -0.26942 -1.47991
11 H -3.23734 0.66848 -1.03264
12 H -0.12565 -0.66128 0.28837
13 H 2.04123 -1.78062 1.50024
14 H 3.02715 1.85852 -1.04308

Atomic forces in eV per Å
-1.608 0.269 -2.545
-0.596 -1.483 0.606
0.039 0.877 -0.140
3.113 -1.442 0.133
-0.104 -0.508 0.042
-0.623 0.820 -0.045
0.747 -1.108 -0.011
-0.356 -0.088 1.287
0.647 -0.906 1.241
0.304 0.045 0.967
0.538 -0.277 1.031
-1.468 2.135 -0.223
-0.007 0.596 -1.292
-0.626 1.068 -1.052

***

4.
Computed, not measured: CH4N2O3 in the gas phase in a non-equilibrium geometry, with ωB97M-V/def2-TZVPD.

Calculated values
SMILES string = N[C@@H](O)[N+](=O)[O-]
2S+1 = 1
Orbital gap = 10.66 eV
Relative energy (zero: lowest compared OMol25 entry of this formula, charge and spin) = 36.6 kcal/mol

Positions of all 10 atoms, in Å:
1 N -0.17848 -0.86197 1.04774
2 C 0.21703 -0.19883 -0.35105
3 O -0.68776 -0.66107 -1.31369
4 N 0.14885 1.26878 -0.29403
5 O 1.15640 1.79155 0.10446
6 O -0.93322 1.77538 -0.50716
7 H 0.14430 -1.77224 1.19197
8 H 0.41861 -0.32802 1.66058
9 H 1.25491 -0.48474 -0.47356
10 H -1.54064 -0.52883 -1.06527

Atomic forces in eV per Å
-0.200 4.443 -1.774
-2.203 -4.255 1.171
5.763 -0.663 -1.034
-1.202 -0.087 1.381
0.576 0.903 -0.016
0.626 0.257 -0.175
0.717 -1.916 -0.822
-0.092 0.322 0.805
-0.099 0.151 -1.130
-3.884 0.844 1.595

***

5.
Computed, not measured: 2 unconnected molecules or ions with the total composition C3H9NO in a non-equilibrium geometry, with ωB97M-V/def2-TZVPD.

Calculated values
SMILES string = C=CN.CO
2S+1 = 1
Orbital gap = 8.26 eV
Relative energy (zero: lowest compared OMol25 entry of this formula, charge and spin) = 103.6 kcal/mol

Positions of all 14 atoms, in Å:
1 C 2.62891 0.51382 0.37286
2 C 2.09615 -0.74980 0.17326
3 N 0.74386 -0.92958 -0.07822
4 H 3.53874 0.71420 -0.22388
5 H 2.36899 1.16694 1.19675
6 H 2.52437 -1.87642 0.16435
7 H 0.56423 -1.67900 -0.68821
8 H 0.11665 -0.39950 0.44275
9 C -2.58972 0.19080 -0.36333
10 O -2.44828 1.38799 0.51522
11 H -1.60456 -0.40293 -0.59246
12 H -3.06685 0.60450 -1.24561
13 H -3.23634 -0.48864 0.06578
14 H -1.63616 1.94761 0.26074

Atomic forces in eV per Å
1.531 -2.078 -0.351
-0.353 -0.636 -0.533
1.957 -0.487 1.171
0.255 -0.353 1.517
-0.913 0.538 -0.810
0.347 3.084 -1.236
-1.028 -0.939 0.072
-1.655 0.859 0.273
2.838 2.202 -0.727
1.888 -0.465 -0.744
-1.787 1.536 0.286
0.253 -0.516 -0.564
-1.418 -1.135 1.366
-1.915 -1.610 0.280

***

6.
Computed, not measured: C5H4N2 in the gas phase, with ωB97M-V/def2-TZVPD.

Calculated values
SMILES string = [H]/N=N/C=C=CC#C
2S+1 = 1
Orbital gap = 8.93 eV
Relative energy (zero: lowest compared OMol25 entry of this formula, charge and spin) = 124.2 kcal/mol

Positions of all 11 atoms, in Å:
1 H -3.19572 -0.37565 -0.81063
2 N -2.34898 -0.04528 -0.33748
3 N -1.87025 0.86862 -1.03651
4 C -0.66668 1.39068 -0.44411
5 C -0.05726 0.56592 0.36668
6 C 0.35550 -0.56734 0.87691
7 C 1.63852 -0.94915 0.39064
8 C 2.80717 -1.02885 0.11443
9 H -0.37058 2.39722 -0.71370
10 H -0.12662 -1.08377 1.70436
11 H 3.83490 -1.17239 -0.11060

Atomic forces in eV per Å
0.006 0.009 -0.203
-0.247 0.481 -0.476
-0.141 -0.456 0.021
0.027 0.020 0.231
-0.302 -0.084 -0.041
0.255 0.448 0.148
0.755 -0.367 0.007
-0.360 -0.352 0.026
-0.280 -0.048 0.313
0.258 0.337 0.073
0.028 0.012 -0.097

***

7.
Computed, not measured: C6H13NO in the gas phase in a non-equilibrium geometry, with ωB97M-V/def2-TZVPD.

Calculated values
SMILES string = N/C=C/CCCCO
2S+1 = 1
Orbital gap = 8.75 eV
Relative energy (zero: lowest compared OMol25 entry of this formula, charge and spin) = 45.7 kcal/mol

Positions of all 21 atoms, in Å:
1 N 1.55457 -3.26485 -1.35317
2 C 1.64590 -1.97009 -0.89330
3 C 1.26790 -0.89987 -1.59953
4 C 0.98259 0.42861 -0.95763
5 C -0.45862 0.58790 -0.47010
6 C -0.51222 1.33682 0.90418
7 C -1.94483 1.42790 1.36672
8 O -2.04437 2.20060 2.58713
9 H 1.17704 -3.34178 -2.27284
10 H 1.80971 -4.02404 -0.76212
11 H 2.06491 -1.80763 0.09445
12 H 0.79863 -0.99043 -2.57719
13 H 1.71787 0.72171 -0.19789
14 H 1.12382 1.24248 -1.68423
15 H -1.04229 1.20880 -1.14723
16 H -0.92988 -0.33831 -0.22933
17 H -0.06211 2.33121 0.80265
18 H 0.18370 0.86526 1.59215
19 H -2.28821 0.41152 1.54897
20 H -2.55186 1.95248 0.62869
21 H -2.34422 1.58440 3.25769

Atomic forces in eV per Å
0.353 0.900 0.391
-0.038 0.404 -0.413
-0.651 0.336 0.459
0.536 0.891 -0.723
0.506 1.466 1.850
0.650 0.430 -1.291
0.696 0.572 0.960
-0.090 -0.494 -0.304
-0.076 -0.752 -0.130
-0.012 -0.367 -0.271
-0.114 -0.278 0.084
0.184 -0.388 -0.067
-0.204 -0.536 0.304
0.114 -0.266 -0.139
-0.219 -0.453 -0.325
-0.396 -0.956 -0.564
-0.346 0.157 -0.153
-0.360 -0.501 0.439
-0.453 -0.046 -0.178
-0.084 -0.305 -0.165
0.002 0.185 0.234

***

8.
Computed, not measured: a gas-phase ion, C4H12N3 (charge +1) in a non-equilibrium geometry, with ωB97M-V/def2-TZVPD.

Calculated values
SMILES string = NCC/C(N)=C/[NH3+]
2S+1 = 1
Charge = +1
Orbital gap = 8.88 eV
Relative energy (zero: lowest compared OMol25 entry of this formula, charge and spin) = 48.2 kcal/mol

Positions of all 19 atoms, in Å:
1 N 2.16706 1.77028 -1.57281
2 C 0.95022 1.27268 -0.97387
3 C 1.10742 0.21976 0.13210
4 C -0.14260 -0.58829 0.42042
5 N 0.06068 -1.76397 1.04955
6 C -1.35285 -0.09929 0.08685
7 N -2.61141 -0.66561 0.74725
8 H 2.79149 0.99067 -1.79907
9 H 2.78009 2.28744 -0.94024
10 H 0.30320 2.10797 -0.68714
11 H 0.36715 0.81466 -1.79351
12 H 1.38385 0.66733 1.08757
13 H 1.85835 -0.50692 -0.19882
14 H 0.98729 -2.07080 1.30034
15 H -0.64048 -2.43871 1.29591
16 H -1.61717 0.71250 -0.56827
17 H -2.48190 -0.48791 1.74367
18 H -3.36235 -0.03726 0.47146
19 H -2.81093 -1.63952 0.53914

Atomic forces in eV per Å
1.265 -0.331 0.366
-0.748 -0.148 -0.666
-0.471 -0.421 -0.497
-0.119 0.433 -0.368
0.224 -0.409 0.649
-0.851 -0.285 0.335
1.397 1.112 -0.252
-0.503 0.062 -0.395
-0.686 0.294 0.120
0.368 0.037 0.356
0.330 -0.059 0.182
0.304 -0.011 -0.016
0.174 0.239 0.229
0.028 0.314 -0.091
-0.239 0.146 -0.139
0.448 0.106 0.177
-0.218 -0.569 0.204
-0.379 -0.423 -0.202
-0.325 -0.087 0.009